(1)
DFT (ωB97M-V with the def2-TZVPD basis set) results for a molecular structure, C55H44N7PRhSe2.

Energy relative to the best compared isomer or geometry (same formula, charge and spin), eV: 2.5427
Frontier orbital gap (alpha / beta), eV: 5.6 / 5.0
Strongest force on any atom, hartree/bohr: 0.0159
E_tot, eV: -211163.78642

ORCA input file:
```
! wB97M-V def2-TZVPD RIJCOSX def2/J DEFGRID3
* xyz 1 1
Rh 0.00 -0.60 -0.76
C 1.91 4.41 0.30
N 1.48 3.25 -0.46
C 1.05 2.06 0.05
N 0.77 1.23 -0.94
C 0.99 1.89 -2.12
C 1.45 3.15 -1.83
C 1.86 4.25 -2.73
C 1.25 5.49 -2.68
C 1.64 6.50 -3.55
C 2.64 6.27 -4.48
C 3.25 5.02 -4.54
C 2.87 4.02 -3.67
C 0.64 1.23 -3.39
C 0.63 -0.17 -3.45
C 0.19 -0.82 -4.59
C -0.24 -0.09 -5.69
C -0.23 1.30 -5.63
C 0.20 1.95 -4.49
P 0.83 1.62 1.80
C -0.89 1.06 1.65
N -1.40 0.44 0.60
C -2.76 0.45 0.72
C -3.08 1.05 1.92
N -1.89 1.43 2.49
C -1.74 2.16 3.74
C -4.39 1.36 2.52
C -4.73 0.85 3.77
C -5.97 1.13 4.33
C -6.88 1.92 3.63
C -6.55 2.43 2.39
C -5.31 2.15 1.83
C -3.65 0.04 -0.38
C -4.93 -0.44 -0.15
C -5.78 -0.73 -1.21
C -5.34 -0.55 -2.51
C -4.06 -0.08 -2.76
C -3.22 0.22 -1.70
C 1.82 0.09 1.74
N 1.80 -0.82 0.79
C 2.89 -1.64 1.03
C 3.57 -1.20 2.15
N 2.87 -0.12 2.60
C 3.16 0.65 3.80
C 4.76 -1.72 2.84
C 4.76 -3.04 3.30
C 5.88 -3.54 3.95
C 7.00 -2.74 4.12
C 7.00 -1.43 3.66
C 5.88 -0.92 3.02
C 3.25 -2.70 0.11
C 4.58 -3.06 -0.13
C 4.87 -3.94 -1.14
C 3.88 -4.55 -1.95
C 2.58 -4.20 -1.77
C 2.18 -3.24 -0.74
H 2.25 4.08 1.28
H 1.09 5.12 0.43
H 2.73 4.90 -0.22
H 0.44 5.67 -1.97
H 1.15 7.47 -3.50
H 2.94 7.05 -5.16
H 4.03 4.84 -5.26
H 3.34 3.04 -3.71
H 1.04 -0.76 -2.62
H 0.18 -1.91 -4.62
H -0.58 -0.60 -6.58
H -0.57 1.87 -6.49
H 0.18 3.03 -4.45
H -2.65 2.72 3.93
H -0.90 2.85 3.66
H -1.56 1.47 4.57
H -4.03 0.22 4.31
H -6.23 0.73 5.30
H -7.85 2.14 4.06
H -7.25 3.04 1.84
H -5.04 2.54 0.86
H -5.27 -0.60 0.87
H -6.77 -1.11 -1.01
H -6.00 -0.78 -3.34
H -3.71 0.06 -3.77
H -2.23 0.61 -1.89
H 3.74 0.03 4.48
H 2.23 0.92 4.29
H 3.72 1.55 3.57
H 3.88 -3.66 3.14
H 5.88 -4.56 4.31
H 7.88 -3.13 4.62
H 7.88 -0.80 3.79
H 5.89 0.10 2.64
H 5.38 -2.62 0.45
H 5.91 -4.20 -1.32
H 4.16 -5.27 -2.70
H 1.80 -4.63 -2.37
H 1.61 -2.39 -1.18
Se -0.96 -2.85 -1.07
C -2.66 -3.30 -0.31
C -3.64 -3.78 -1.16
C -4.84 -4.23 -0.61
C -5.03 -4.20 0.76
C -4.03 -3.72 1.60
C -2.84 -3.26 1.06
H -3.48 -3.82 -2.23
H -5.62 -4.61 -1.26
H -5.96 -4.57 1.18
H -4.18 -3.71 2.67
H -2.04 -2.92 1.71
Se 2.13 -4.94 1.54
C 1.19 -3.97 0.24
N -0.07 -3.89 0.20
*
```

---

(2)
DFT (ωB97M-V with the def2-TZVPD basis set) results for a molecular structure, C39H45BrN4O2PPdSe.

<S²>: 6.06
Frontier orbital gap (alpha / beta), eV: 7.8 / 5.5
Strongest force on any atom, hartree/bohr: 0.0113
E_tot, eV: -199376.79536

ORCA input file:
```
! wB97M-V def2-TZVPD RIJCOSX def2/J DEFGRID3
* xyz 1 5
Pd 0.47 -0.16 -0.30
O 4.85 -1.65 3.05
C 4.04 -2.76 2.84
C 4.17 -3.82 3.73
C 3.36 -4.93 3.59
C 2.43 -4.99 2.56
C 2.30 -3.92 1.69
C 3.08 -2.78 1.83
C 2.91 -1.53 0.97
O 2.06 -1.60 -0.11
N 2.49 -0.47 1.92
N 1.77 0.54 1.46
C 1.67 1.62 2.14
C 0.78 2.71 1.77
Br -0.57 2.23 0.49
C 0.72 3.94 2.26
C 1.69 4.60 3.16
C 1.24 5.68 3.91
C 2.10 6.36 4.76
C 3.43 5.98 4.85
C 3.90 4.93 4.08
C 3.04 4.24 3.23
H 5.27 -1.40 2.22
H 4.91 -3.75 4.51
H 3.46 -5.76 4.28
H 1.81 -5.87 2.43
H 1.59 -3.97 0.89
H 3.91 -1.25 0.59
H 3.06 -0.33 2.75
H 2.22 1.74 3.07
H -0.12 4.56 1.96
H 0.20 5.99 3.84
H 1.73 7.20 5.34
H 4.11 6.52 5.51
H 4.95 4.65 4.12
H 3.44 3.47 2.60
C 0.48 -2.54 -4.37
C 1.21 -1.26 -3.96
C 1.63 -0.54 -5.25
P 0.33 -0.15 -2.72
C 0.61 1.56 -3.36
C -0.46 2.58 -2.95
C 2.01 2.00 -2.90
C -1.45 -0.50 -2.89
C -2.08 -0.52 -4.12
C -3.38 -1.00 -4.29
C -4.01 -1.09 -5.65
C -4.06 -1.46 -3.16
C -3.49 -1.38 -1.91
C -2.19 -0.87 -1.74
N -1.64 -0.75 -0.49
C -2.48 -0.51 0.60
C -3.56 0.41 0.52
C -3.89 1.28 -0.68
C -4.34 0.63 1.65
C -4.09 -0.01 2.86
C -4.95 0.23 4.07
C -2.99 -0.86 2.93
C -2.17 -1.11 1.85
C -1.00 -2.04 2.02
H 1.15 -3.12 -5.01
H -0.42 -2.32 -4.95
H 0.20 -3.18 -3.54
H 2.11 -1.54 -3.41
H 0.77 -0.21 -5.83
H 2.18 -1.25 -5.86
H 2.29 0.31 -5.08
H 0.61 1.48 -4.44
H -0.13 3.18 -2.11
H -1.41 2.12 -2.69
H -0.65 3.27 -3.78
H 2.04 2.07 -1.81
H 2.25 2.99 -3.30
H 2.79 1.31 -3.21
H -1.54 -0.16 -5.00
H -3.32 -0.78 -6.43
H -4.90 -0.46 -5.71
H -4.32 -2.12 -5.86
H -5.05 -1.89 -3.27
H -4.03 -1.73 -1.04
H -3.06 1.38 -1.38
H -4.16 2.27 -0.33
H -4.73 0.88 -1.24
H -5.15 1.34 1.59
H -5.87 0.76 3.81
H -4.41 0.83 4.81
H -5.22 -0.71 4.55
H -2.76 -1.35 3.87
H -0.92 -2.34 3.06
H -0.05 -1.58 1.74
H -1.10 -2.94 1.41
Se 0.25 -3.29 -1.02
C 0.09 -5.10 -1.23
N 0.00 -6.24 -1.35
*
```

---

(3)
DFT (ωB97M-V with the def2-TZVPD basis set) results for a single C15H22O4 molecule.

Energy relative to the best compared isomer or geometry (same formula, charge and spin), eV: 1.3179
Frontier orbital gap, eV: 9.9
Strongest force on any atom, hartree/bohr: 0.0122
E_tot, eV: -24100.14869
SMILES: COC(C/C=C/[C@@H](O)COCc1ccccc1)OC

ORCA input file:
```
! wB97M-V def2-TZVPD RIJCOSX def2/J DEFGRID3
* xyz 0 1
C -4.25 2.71 -0.86
H -4.84 1.78 -0.77
O -3.07 2.62 -0.10
C -3.29 2.51 1.28
O -3.87 3.67 1.83
C -3.10 4.85 1.72
H -3.79 5.67 1.88
H -2.31 4.88 2.47
H -2.65 4.93 0.72
C -1.94 2.13 1.92
C -1.56 0.75 1.52
C -0.53 0.45 0.75
C -0.18 -0.93 0.29
O -0.19 -1.00 -1.13
H -0.96 -0.52 -1.45
H -0.90 -1.66 0.70
C 1.23 -1.32 0.79
O 1.40 -2.70 0.96
C 1.52 -3.44 -0.25
C 2.80 -3.12 -0.99
C 2.77 -2.40 -2.17
C 3.95 -2.09 -2.83
C 5.17 -2.49 -2.30
C 5.20 -3.20 -1.11
C 4.02 -3.51 -0.46
H 4.04 -4.06 0.47
H 6.15 -3.51 -0.69
H 6.09 -2.24 -2.81
H 3.92 -1.52 -3.75
H 1.82 -2.07 -2.58
H 0.66 -3.24 -0.90
H 1.51 -4.48 0.06
H 1.97 -0.91 0.09
H 1.38 -0.89 1.78
H 0.11 1.23 0.36
H -2.20 -0.04 1.89
H -1.18 2.84 1.59
H -2.06 2.20 3.01
H -4.04 1.73 1.49
H -4.87 3.55 -0.55
H -3.94 2.84 -1.89
*
```

---

(4)
DFT (ωB97M-V with the def2-TZVPD basis set) results for a molecular structure, C26H33MgO5.

Energy relative to the best compared isomer or geometry (same formula, charge and spin), eV: 1.2464
Frontier orbital gap, eV: 4.9
Strongest force on any atom, hartree/bohr: 0.0579
E_tot, eV: -43179.27501

ORCA input file:
```
! wB97M-V def2-TZVPD RIJCOSX def2/J DEFGRID3
* xyz -1 1
O 1.23 2.89 -0.50
C 2.65 3.28 -0.85
C 2.70 4.51 0.01
H 2.71 3.57 -1.90
H 3.39 2.52 -0.55
C 1.20 4.19 0.17
H 2.93 5.44 -0.52
H 3.36 4.41 0.87
C 0.41 5.25 -0.58
H 0.89 5.53 -1.54
H 0.44 6.15 0.05
H -0.66 5.02 -0.70
C 0.79 4.10 1.61
H 1.43 3.38 2.13
H -0.28 3.86 1.68
H 0.96 5.08 2.05
Mg -0.48 0.69 -0.69
C -1.81 -2.02 1.94
C -0.65 -2.78 1.59
C 0.27 -2.64 2.66
H -0.53 -3.41 0.69
C -0.33 -1.91 3.71
C -1.63 -1.54 3.25
H -2.37 -1.03 3.85
H -2.66 -1.84 1.30
H 1.27 -3.07 2.72
H 0.08 -1.73 4.71
C -3.45 0.90 -0.96
C -2.84 1.11 0.31
C -1.85 2.14 0.18
H -3.15 0.65 1.24
C -1.91 2.58 -1.20
C -2.88 1.82 -1.87
H -3.16 1.97 -2.92
H -4.30 0.27 -1.18
H -1.30 2.64 0.99
H -1.39 3.44 -1.61
O 1.26 -0.09 0.87
C 1.62 0.42 2.18
C 2.84 -0.36 2.72
H 0.75 0.20 2.83
H 1.79 1.50 2.04
C 2.94 -1.55 1.75
H 2.60 -0.60 3.78
H 3.78 0.24 2.73
C 2.14 -1.21 0.50
H 2.50 -2.42 2.23
H 3.95 -1.85 1.57
H 1.47 -1.99 0.17
H 2.80 -0.88 -0.32
O 0.49 -2.63 -3.94
C -0.41 -3.52 -3.46
C -0.43 -4.83 -3.98
C -1.37 -5.76 -3.51
C -2.46 -5.32 -2.74
C -2.44 -4.01 -2.24
C -1.39 -3.13 -2.50
C -1.43 -1.80 -1.75
O -2.34 -1.61 -0.91
O -0.50 -0.89 -1.99
H 0.29 -1.77 -3.49
H 0.25 -5.10 -4.79
H -1.27 -6.82 -3.79
H -3.30 -5.98 -2.52
H -3.23 -3.65 -1.57
*
```

---

(5)
DFT (ωB97M-V with the def2-TZVPD basis set) results for a molecular structure, C32H50InP2.

Energy relative to the best compared isomer or geometry (same formula, charge and spin), eV: 3.5867
Frontier orbital gap (alpha / beta), eV: 5.2 / 5.2
Strongest force on any atom, hartree/bohr: 0.0705
E_tot, eV: -57732.82563

ORCA input file:
```
! wB97M-V def2-TZVPD RIJCOSX def2/J DEFGRID3
* xyz 1 1
In 1.36 0.31 -2.08
C 0.57 -2.89 -0.38
C 1.80 -2.31 -0.81
C 1.42 -1.64 1.36
C 0.37 -2.51 0.97
C 2.33 -1.52 0.27
C -0.26 -3.83 -1.16
H -0.38 -3.50 -2.20
H -1.26 -3.95 -0.71
H 0.21 -4.83 -1.18
C -0.69 -3.00 1.87
H -1.14 -3.92 1.48
H -1.48 -2.24 1.99
H -0.28 -3.21 2.87
C 1.52 -1.05 2.71
H 1.32 -1.81 3.47
H 0.77 -0.26 2.84
H 2.52 -0.62 2.91
C 3.66 -0.87 0.26
H 4.46 -1.62 0.34
H 3.76 -0.18 1.11
H 3.85 -0.30 -0.66
C 2.45 -2.60 -2.11
H 2.63 -3.68 -2.22
H 3.42 -2.08 -2.22
H 1.81 -2.30 -2.97
C -0.12 1.36 -3.22
C 0.16 0.11 -3.89
C 1.19 0.01 -5.02
C 2.70 0.23 -4.70
C 3.11 0.78 -3.33
C 2.63 2.03 -2.85
C 1.87 2.92 -3.82
C 0.36 2.67 -3.90
H 0.91 0.70 -5.83
H 3.10 0.92 -5.46
H 1.12 -1.02 -5.42
H 0.04 2.63 -4.96
H -1.00 1.48 -2.57
H -0.71 -0.56 -4.04
H -0.17 3.50 -3.40
H 2.02 3.96 -3.53
H 3.20 2.58 -2.08
H 2.29 2.78 -4.82
H 3.23 -0.73 -4.83
H 4.11 0.44 -3.00
P -3.32 -0.10 0.06
C -4.55 -1.34 0.55
H -5.53 -1.01 0.17
H -4.60 -1.44 1.64
H -4.31 -2.32 0.11
C -4.31 1.37 -0.28
H -5.34 1.05 -0.45
H -3.94 1.87 -1.19
H -4.27 2.07 0.57
C -2.70 -0.65 -1.52
H -2.33 0.19 -2.11
H -3.54 -1.12 -2.05
H -1.90 -1.39 -1.39
P 0.83 2.98 1.43
C 2.63 3.22 1.54
H 2.83 4.29 1.66
H 3.07 2.88 0.59
H 3.06 2.64 2.37
C 0.47 4.45 0.40
H 0.97 4.31 -0.57
H 0.87 5.35 0.89
H -0.61 4.53 0.24
C 0.05 3.09 3.07
H 0.22 4.08 3.52
H 0.49 2.28 3.68
H -1.02 2.88 2.93
C -2.14 0.14 1.33
C -1.98 0.18 2.56
C -2.19 0.30 3.96
C -1.65 -0.62 4.89
C -2.05 -0.60 6.22
C -2.99 0.32 6.66
C -3.50 1.28 5.78
C -3.10 1.28 4.44
H -0.94 -1.38 4.51
H -1.63 -1.34 6.92
H -3.35 0.30 7.70
H -4.22 2.03 6.12
H -3.52 1.99 3.72
*
```

---

(6)
DFT (ωB97M-V with the def2-TZVPD basis set) results for a molecular structure, C33H51BF5N8O5PtTe.

Frontier orbital gap (alpha / beta), eV: 6.9 / 6.9
Strongest force on any atom, hartree/bohr: 0.0321
E_tot, eV: -82006.72920

ORCA input file:
```
! wB97M-V def2-TZVPD RIJCOSX def2/J DEFGRID3
* xyz 1 1
Pt -0.17 -0.02 0.08
C 1.30 0.41 -3.01
C 1.99 1.64 -2.46
C 2.06 2.68 -3.58
C 1.41 2.28 -1.22
C 1.71 3.58 -0.83
C 1.00 3.87 0.32
C 1.07 5.25 0.93
C 0.38 5.51 2.25
C 0.65 6.30 -0.11
N 0.30 2.77 0.66
N 0.54 1.80 -0.29
B -0.89 2.46 1.68
N -0.48 1.30 2.61
N -0.15 0.10 2.04
C 0.16 -0.81 3.00
C -0.12 -0.17 4.20
C -0.50 1.13 3.95
C -0.80 2.07 5.08
C -2.26 2.54 5.14
C 0.16 3.25 5.20
C 0.85 -2.17 3.10
C 2.36 -1.94 3.20
C 0.52 -3.32 2.16
N -2.06 2.04 0.77
N -1.89 0.95 -0.04
C -2.92 0.90 -0.91
C -3.79 1.93 -0.59
C -3.23 2.64 0.45
C -3.77 3.96 0.93
C -3.00 5.09 0.25
C -3.86 4.18 2.43
C -3.12 -0.05 -2.05
C -4.40 0.24 -2.82
C -1.91 -0.18 -2.98
H 1.97 -0.10 -3.70
H 1.02 -0.33 -2.27
H 0.40 0.69 -3.56
H 3.02 1.38 -2.19
H 1.05 2.96 -3.89
H 2.59 3.59 -3.31
H 2.57 2.25 -4.44
H 2.38 4.25 -1.34
H 2.15 5.40 1.10
H -0.70 5.50 2.17
H 0.70 4.79 3.00
H 0.68 6.50 2.61
H -0.40 6.16 -0.40
H 0.75 7.30 0.31
H 1.25 6.26 -1.02
H -1.16 3.41 2.33
H 0.00 -0.62 5.17
H -0.64 1.44 5.95
H -2.43 3.35 4.44
H -2.95 1.72 4.91
H -2.48 2.90 6.14
H -0.07 4.01 4.47
H 0.06 3.70 6.19
H 1.20 2.94 5.08
H 0.54 -2.49 4.10
H 2.77 -1.52 2.29
H 2.61 -1.27 4.03
H 2.86 -2.90 3.37
H 0.67 -3.08 1.11
H 1.18 -4.15 2.42
H -0.50 -3.64 2.30
H -4.71 2.17 -1.09
H -4.79 3.96 0.54
H -1.94 5.03 0.50
H -3.09 5.04 -0.84
H -3.37 6.06 0.58
H -2.91 4.49 2.85
H -4.58 4.97 2.63
H -4.20 3.28 2.96
H -3.24 -1.02 -1.61
H -4.39 1.23 -3.27
H -4.51 -0.49 -3.62
H -5.28 0.16 -2.17
H -1.70 0.77 -3.47
H -1.02 -0.52 -2.45
H -2.12 -0.93 -3.74
C 2.95 1.43 1.92
C 3.00 0.24 1.04
N 2.01 -0.38 0.39
C 2.57 -1.46 -0.26
C 3.90 -1.50 -0.01
N 4.15 -0.42 0.80
C 5.03 -2.39 -0.39
O 4.73 -3.46 -1.09
O 6.14 -2.09 -0.04
C 1.69 -2.35 -1.06
O 2.15 -3.38 -1.56
O 0.49 -1.94 -1.09
H 1.94 1.63 2.25
H 3.34 2.31 1.41
H 3.57 1.25 2.80
H 5.07 -0.21 1.15
H 3.75 -3.52 -1.30
F -3.88 -1.24 1.17
Te -2.83 -2.75 0.74
F -1.98 -4.38 0.86
F -4.48 -3.57 0.74
F -2.85 -3.17 -1.07
F -2.72 -2.89 2.60
O -1.39 -1.67 0.49
*
```